Entry from the OMol25 dataset: the ion C5H10N with charge +1 in a non-equilibrium geometry (ωB97M-V/def2-TZVPD).

CARTESIAN COORDINATES (ANGSTROEM)
C -0.6390 -0.3507 -2.3173
N 0.1944 0.2069 -1.3255
C -0.4148 0.3237 -0.0604
C -1.1015 1.3218 0.3931
C 0.1038 -0.7815 0.8070
C 1.3304 -0.3523 1.5355
H -0.4509 -0.5631 -3.4301
H -1.5088 -0.8111 -1.9953
H 1.0629 0.6658 -1.5287
H -1.6283 1.3947 1.4104
H -1.1987 2.2928 -0.1888
H 0.2454 -1.7078 0.1520
H -0.7717 -1.0684 1.3908
H 1.0666 0.0020 2.5498
H 1.9644 -1.1193 1.4784
H 1.7457 0.5462 1.1291

Calculated values
Energy above the lowest of the compared OMol25 structures with the same formula, charge and spin = 275.3 kJ/mol
Highest occupied orbital energy = -14.831 eV
SMILES = C=[NH+]C(=C)CC
LUMO level = -6.1669 eV
E_tot = -6827.3490 eV
Charge = +1
Largest force on an atom = 8.2 eV Å⁻¹
Gap between HOMO and LUMO = 0.3184 Ha

Entry from the OMol25 dataset: the molecule C15H15N3O3S in a non-equilibrium geometry (ωB97M-V/def2-TZVPD).

CARTESIAN COORDINATES (ANGSTROEM)
O -0.7126 4.4404 1.4384
C -1.0520 4.1411 0.2983
C -0.0188 3.6730 -0.6832
C 1.2889 3.7285 -0.2410
S 2.6277 3.1623 -1.2646
C 2.9941 1.5615 -0.7087
N 2.0489 0.8059 -0.1996
C 2.2585 -0.4882 0.2982
C 0.9805 -1.3446 0.6954
C -0.1107 -1.2562 -0.3895
C -1.3403 -2.2813 -0.2083
C -2.7535 -1.8378 -0.0811
C -3.8663 -2.7692 0.0619
C -3.5196 -4.1289 0.1962
C -2.1516 -4.5483 0.2024
C -1.1146 -3.6724 -0.0601
C 3.4742 -1.0931 0.2428
C 4.5233 -0.2406 -0.4524
O 5.6596 -0.5073 -0.6698
N 4.2700 1.0156 -0.8473
N -2.3669 4.0443 -0.0044
O -3.2648 4.8132 0.8794
H -0.3314 3.3107 -1.7281
H 1.4308 4.1150 0.6893
H 1.2853 -2.3682 0.7896
H 0.6420 -1.0191 1.7036
H 0.2644 -1.3281 -1.3738
H -0.4748 -0.1727 -0.3410
H -2.8290 -0.7364 -0.0058
H -4.8692 -2.4886 0.1378
H -4.3190 -4.8631 0.3518
H -1.9897 -5.5997 0.4210
H -0.0659 -4.1338 0.0678
H 3.5590 -2.1334 0.6264
H 5.1005 1.5678 -0.6169
H -2.6066 3.5308 -0.8219
H -2.6504 5.1010 1.5974

Calculated values
Energy above the lowest of the compared OMol25 structures with the same formula, charge and spin = 539.8 kJ/mol
Highest occupied orbital energy = -9.001 eV
SMILES = O=C(/C=C/Sc1nc(CCc2ccccc2)cc(=O)[nH]1)NO
LUMO level = -0.4887 eV
E_tot = -37242.1667 eV
Charge = 0
Largest force on an atom = 5.3 eV Å⁻¹
Gap between HOMO and LUMO = 0.3128 Ha

Entry from the OMol25 dataset: a structure of composition C80H160F30N15O30S10 in a non-equilibrium geometry (ωB97M-V/def2-TZVPD).

CARTESIAN COORDINATES (ANGSTROEM)
C 12.4602 11.5006 25.1943
C 13.2759 12.8274 25.3684
C 13.2818 13.1238 26.8911
C 14.1194 12.2183 27.7276
C 15.6020 12.1830 27.2227
C 15.7242 11.8122 25.7118
N 14.7326 12.6375 24.8754
O 15.0916 13.0990 23.9591
C 15.3398 10.2497 25.5145
C 17.0770 12.1079 25.1214
C 12.7169 13.9434 24.4344
H 12.5910 10.8522 26.0667
H 12.7899 10.9621 24.2932
H 11.4249 11.8209 25.2065
H 12.2503 13.1878 27.2587
H 13.7457 14.0638 27.0241
H 13.7787 11.1957 27.8723
H 14.0819 12.7323 28.6920
H 16.1092 11.4553 27.8133
H 16.0608 13.2005 27.3169
H 15.3598 9.9792 24.4529
H 14.4069 9.9262 25.9933
H 16.1416 9.7188 26.0416
H 17.9001 11.7724 25.7610
H 17.1248 13.1987 25.0909
H 17.2768 11.7733 24.1070
H 11.7759 14.3128 24.8146
H 12.7082 13.5243 23.4283
H 13.4290 14.7634 24.3384
C 15.5984 22.4310 17.7200
C 15.2524 23.5501 18.7578
C 14.2320 22.9576 19.7317
C 14.8294 21.9572 20.7329
C 16.0540 22.4249 21.4603
C 17.1566 23.0110 20.4892
N 16.5548 23.8152 19.4179
O 17.3374 24.6514 18.8517
C 17.8229 21.7899 19.7638
C 18.1827 23.8594 21.2502
C 14.7714 24.7590 18.0283
H 14.7292 22.4838 17.0656
H 15.6012 21.4082 18.0501
H 16.4812 22.6238 17.1034
H 13.5011 22.4752 19.1174
H 13.7249 23.7739 20.2299
H 14.8729 20.9744 20.2381
H 14.0606 21.8368 21.4850
H 16.5836 21.5896 21.9532
H 15.8080 23.1959 22.1854
H 18.5065 22.1371 18.9789
H 17.0822 21.1014 19.3754
H 18.3997 21.2873 20.5175
H 19.1581 23.9188 20.7637
H 18.3861 23.3202 22.1748
H 17.7698 24.8414 21.5194
H 15.4423 24.9376 17.1954
H 14.8528 25.6090 18.7228
H 13.7377 24.6706 17.6683
C 12.7927 9.1620 15.5835
C 13.1229 10.4598 16.2754
C 11.9628 11.1094 17.0025
C 12.3625 12.1877 17.9981
C 13.3107 11.6161 19.0318
C 14.6041 10.9686 18.4899
N 14.2038 10.1269 17.3115
O 14.9650 9.1347 17.0599
C 15.3840 10.0498 19.5380
C 15.4710 12.1460 17.9289
C 13.8682 11.4001 15.2166
H 12.0383 9.2969 14.8239
H 12.4287 8.5127 16.3767
H 13.6918 8.7055 15.1810
H 11.2688 10.4341 17.5067
H 11.4165 11.5847 16.1649
H 11.4464 12.4112 18.5183
H 12.7568 13.1022 17.5306
H 12.7996 10.7967 19.5497
H 13.5394 12.3253 19.8383
H 15.7390 10.6847 20.3577
H 16.1840 9.5061 19.0582
H 14.6036 9.3965 19.8880
H 14.8259 12.8403 17.3766
H 16.2729 11.8454 17.2742
H 15.8771 12.7338 18.7659
H 14.8538 10.9914 14.9679
H 13.8928 12.4583 15.4506
H 13.2643 11.3655 14.3081
C 20.6709 22.9773 14.0321
C 20.7175 21.3869 13.8991
C 22.1043 20.8549 14.1133
C 22.1573 19.3691 14.4679
C 21.2884 19.0101 15.6571
C 19.7938 19.3820 15.4866
N 19.7199 20.8829 14.9211
O 18.9336 21.5026 15.3206
C 19.0755 19.4734 16.8288
C 19.1207 18.4589 14.4553
C 20.1665 20.9099 12.4721
H 20.9504 23.1797 15.0766
H 19.6629 23.3874 13.9265
H 21.4101 23.4281 13.3738
H 22.5504 21.4341 14.9057
H 22.6566 21.0647 13.2503
H 23.1787 18.9898 14.6722
H 21.9556 18.7593 13.5373
H 21.7192 19.4252 16.5873
H 21.2915 17.9483 15.8084
H 19.5407 20.2959 17.3771
H 19.0484 18.5344 17.3687
H 18.0356 19.8029 16.6656
H 19.8621 18.3348 13.6650
H 18.1837 18.8186 14.0297
H 19.0010 17.4983 14.9351
H 20.7545 21.5315 11.8132
H 19.1097 21.0940 12.4257
H 20.4781 19.8811 12.3426
C 21.7501 15.1815 19.1164
C 20.7787 14.6492 20.1672
C 21.0404 13.1278 20.2668
C 22.4083 12.8294 20.7331
C 23.1007 13.8158 21.6840
C 22.0600 14.6989 22.5156
N 21.0525 15.2544 21.5459
O 20.1819 16.0248 22.1223
C 22.6936 15.9388 23.2120
C 21.1875 13.7526 23.4552
C 19.2721 14.8812 19.8081
H 22.7814 14.8410 19.2906
H 21.7037 16.2301 18.9807
H 21.4131 14.6710 18.2208
H 20.7959 12.7951 19.2914
H 20.2410 12.7228 20.8871
H 23.0828 12.7143 19.8849
H 22.2946 11.8831 21.2506
H 23.7665 14.5288 21.1771
H 23.6789 13.3377 22.4671
H 21.8744 16.5536 23.4600
H 23.2519 16.4436 22.4441
H 23.2868 15.6838 24.0609
H 20.6978 14.3036 24.2516
H 21.8719 12.9902 23.8832
H 20.5015 13.1936 22.8473
H 19.1064 15.9348 19.7020
H 18.5867 14.4606 20.5261
H 19.1657 14.3912 18.8454
C 12.8930 18.6221 24.1480
N 12.9827 19.9026 25.0176
C 11.9185 20.8718 24.4890
C 12.6987 19.5822 26.4975
C 14.3939 20.4528 24.8583
C 14.8029 21.6500 25.7373
O 14.2003 22.8233 25.2472
H 13.2043 18.8615 23.1663
H 11.9063 18.1875 24.1356
H 13.5558 17.8368 24.4820
H 12.2438 21.1271 23.4584
H 11.9634 21.7677 25.1040
H 10.9402 20.3954 24.4785
H 13.5721 19.0321 26.8679
H 11.8237 18.9262 26.5972
H 12.5076 20.4664 27.0611
H 14.4897 20.6781 23.8155
H 15.0433 19.6007 25.0853
H 15.9062 21.7553 25.7463
H 14.3918 21.5167 26.7455
H 14.2248 23.5052 25.9307
C 11.9040 15.8673 20.5567
N 10.8755 16.3804 19.5557
C 10.6366 15.3525 18.4725
C 9.5638 16.5803 20.2881
C 11.2922 17.7026 18.9563
C 12.1114 18.6689 19.8496
O 11.4455 18.9482 21.0449
H 11.5987 15.0241 21.1307
H 12.0829 16.7621 21.1457
H 12.7993 15.7116 19.9767
H 10.3728 14.4738 19.0178
H 11.5451 15.2773 17.9290
H 9.8171 15.6306 17.8092
H 9.2579 15.6109 20.6638
H 8.7978 16.9059 19.5840
H 9.6943 17.3649 21.0355
H 10.3793 18.1587 18.5815
H 11.8902 17.4518 18.0675
H 12.1860 19.6013 19.2812
H 13.1246 18.3008 20.0449
H 10.8379 19.6690 20.8314
C 15.6324 12.1304 31.2541
N 16.9814 12.8004 31.3935
C 17.3050 13.4890 30.1482
C 16.8846 13.8495 32.5200
C 18.0854 11.8162 31.7854
C 17.8775 11.1146 33.1487
O 16.9788 10.0251 33.0270
H 14.8805 12.9259 31.1694
H 15.4378 11.5283 32.1344
H 15.6070 11.4461 30.4264
H 16.4361 14.0816 29.9496
H 17.6053 12.7864 29.3928
H 18.1898 14.0688 30.3979
H 16.4410 14.7728 32.1747
H 17.8862 13.9499 32.8832
H 16.2814 13.3786 33.3132
H 19.0253 12.3863 31.8309
H 18.0774 11.0374 31.0155
H 17.4735 11.8099 33.8826
H 18.8521 10.8026 33.5082
H 17.4084 9.1837 32.8459
C 18.2431 17.5310 33.0309
N 17.7695 18.4183 31.9054
C 18.9206 19.2361 31.3262
C 17.2711 17.5010 30.8012
C 16.5604 19.2622 32.4180
C 16.9660 20.4297 33.3467
O 17.3006 21.5438 32.5370
H 19.0127 16.8393 32.7638
H 17.3810 17.0613 33.4745
H 18.7040 18.1248 33.8136
H 19.1948 20.0111 32.0250
H 18.5330 19.6309 30.3860
H 19.7279 18.5180 31.1644
H 16.9829 18.1412 29.9406
H 16.4397 16.9354 31.2119
H 18.0542 16.8292 30.5442
H 15.9603 18.5090 32.9273
H 15.9869 19.6490 31.5808
H 17.8153 20.1895 33.9829
H 16.1387 20.6470 34.0141
H 16.9958 22.3232 32.9881
C 21.7963 21.4551 25.7999
N 20.8584 20.2967 26.2152
C 21.6167 19.4484 27.1636
C 19.6292 20.8876 26.9100
C 20.4170 19.4924 25.0071
C 19.3829 20.0925 24.0179
O 18.0726 20.1369 24.4854
H 21.9590 22.1383 26.6256
H 21.2765 22.0259 25.0431
H 22.7420 21.1130 25.4011
H 21.0502 18.6289 27.5791
H 21.9142 20.1217 27.9831
H 22.4844 19.0173 26.7209
H 18.9232 20.0560 27.1132
H 19.0763 21.4941 26.2098
H 19.8904 21.4460 27.8082
H 20.0065 18.6101 25.4933
H 21.3844 19.1563 24.5743
H 19.4942 19.4897 23.0932
H 19.7527 21.0708 23.7337
H 17.5608 19.3328 24.3419
C 21.3056 14.2617 28.8191
F 21.3148 14.8022 27.6250
F 20.2754 13.2959 28.7860
F 22.3840 13.6444 29.2146
S 20.8123 15.5015 30.0102
O 21.6827 16.6452 29.8167
O 19.4571 15.7844 29.5890
N 20.9333 14.6970 31.3044
S 21.5537 15.1952 32.7278
O 22.9229 15.2185 32.8360
O 20.6955 16.2433 33.2635
C 21.0534 13.6892 33.7178
F 21.3563 14.0207 34.9728
F 19.7229 13.5237 33.6016
F 21.5757 12.5551 33.2662
C 12.8814 17.0368 29.2505
F 12.8230 16.8949 27.8587
F 13.5038 18.2912 29.4701
F 11.6755 17.1376 29.7776
S 13.8994 15.7200 29.9027
O 13.1658 14.5217 29.5653
O 15.0369 16.0332 29.1972
N 14.0884 15.8803 31.3842
S 13.2800 15.2359 32.5705
O 11.8155 15.1978 32.5522
O 14.0395 14.0578 33.0315
C 13.7695 16.6407 33.7602
F 13.2543 17.7032 33.1898
F 13.3049 16.3605 34.9422
F 15.1178 16.6356 33.7128
C 17.8595 16.4599 26.5747
F 18.5573 17.5974 26.8712
F 18.5600 15.8891 25.6074
F 17.5952 15.6075 27.5591
S 16.2140 16.8318 25.8014
O 15.5362 15.5676 25.8656
O 15.7985 18.0245 26.4311
N 16.4378 17.2997 24.3247
S 16.2912 16.3087 23.0627
O 17.2172 15.1591 22.9556
O 14.8581 16.0420 22.7731
C 16.8152 17.5964 21.9149
F 16.5933 17.0604 20.7559
F 16.0882 18.6494 22.1420
F 18.1225 17.9119 22.0813
C 25.2059 19.3204 16.9543
F 24.4788 20.2965 16.3300
F 24.4629 18.2355 16.8081
F 26.4665 19.2780 16.4923
S 25.4968 19.7417 18.7478
O 26.3529 18.7614 19.3020
O 25.6340 21.1245 18.6525
N 24.0442 19.3959 19.2838
S 23.4354 18.7623 20.5370
O 22.9919 17.3374 20.3190
O 23.8235 19.1526 21.9281
C 21.8586 19.6166 20.2553
F 20.9833 19.0267 21.1004
F 21.9254 20.9312 20.5999
F 21.3821 19.5909 19.0407
C 15.2864 17.4597 16.8774
F 15.4451 17.8455 15.6325
F 16.4785 17.1532 17.4276
F 14.7639 18.5270 17.5476
S 14.3001 15.9107 16.9612
O 15.1809 14.8954 16.4931
O 13.9618 15.9195 18.3419
N 13.1283 16.2537 16.1192
S 12.4301 15.4056 14.9204
O 13.1525 15.3584 13.6950
O 11.9139 14.1253 15.4909
C 11.0273 16.5698 14.7607
F 10.4246 16.6537 15.9180
F 11.4561 17.7712 14.4239
F 10.2444 15.9724 13.8393

Calculated values
Highest occupied orbital energy = -16.362 eV
LUMO level = -11.7769 eV
E_tot = -359141.7940 eV
Charge = +5
Largest force on an atom = 13.1 eV Å⁻¹
Gap between HOMO and LUMO = 0.1685 Ha

> gap between HOMO and LUMO of number 1 (C5H10N)?

0.3184 Ha

> The lowest largest force on an atom belongs to which entry?

C15H15N3O3S